{"formula": "C32H18Cl9N6O3STa", "method": "ωB97M-V/def2-TZVPD", "elements": ["Ta", "N", "C", "N", "C", "N", "N", "C", "N", "C", "C", "C", "C", "C", "N", "H", "H", "H", "H", "H", "H", "H", "H", "Cl", "C", "C", "C", "Cl", "C", "Cl", "C", "Cl", "C", "Cl", "Cl", "C", "C", "Cl", "C", "Cl", "C", "O", "C", "O", "C", "Cl", "O", "S", "C", "C", "C", "C", "C", "C", "C", "C", "C", "C", "C", "C", "H", "H", "H", "H", "H", "H", "H", "H", "H", "H"], "coordinates": [[-0.06298, -0.74848, -0.19649], [-2.29874, -0.15374, 2.35240], [-2.85456, -0.97285, 1.46024], [-4.13923, -1.24309, 1.60314], [-4.67063, -2.09464, 0.73030], [-5.96406, -2.35551, 0.79832], [-3.96640, -2.74908, -0.24016], [-2.72539, -2.40691, -0.33785], [-2.07370, -1.48153, 0.43438], [-1.89557, -3.08176, -1.35636], [-2.32056, -4.20948, -2.02371], [-1.44852, -4.80492, -2.92245], [-0.19361, -4.25136, -3.10964], [0.15216, -3.11246, -2.40708], [-0.69468, -2.53025, -1.54986], [-2.89539, 0.11228, 3.12083], [-1.29416, -0.14996, 2.48825], [-6.52858, -1.91522, 1.50643], [-6.37612, -3.01769, 0.16249], [-3.30758, -4.60077, -1.82717], [-1.74348, -5.69530, -3.46135], [0.52140, -4.69177, -3.78987], [1.12416, -2.65553, -2.52448], [-1.73862, 0.08774, -2.55091], [-0.05339, 0.10940, -3.06751], [0.85319, -0.14907, -2.05984], [2.20374, -0.07708, -2.35899], [3.34009, -0.31993, -1.06783], [2.63879, 0.20206, -3.65125], [4.31001, 0.28790, -3.99014], [1.68713, 0.41076, -4.65947], [2.20044, 0.73838, -6.25045], [0.31618, 0.37145, -4.37274], [-0.86823, 0.65572, -5.57049], [3.24110, -5.12743, 3.84248], [2.39690, -3.74852, 3.29058], [1.95873, -2.77253, 4.19715], [2.25242, -2.96450, 5.86980], [1.26430, -1.64363, 3.75114], [0.60112, -0.48339, 4.84061], [1.04922, -1.50174, 2.39683], [0.38555, -0.47791, 1.78342], [1.46461, -2.47622, 1.52471], [1.03005, -2.21568, 0.24991], [2.12472, -3.61161, 1.92751], [2.57072, -4.78254, 0.75506], [-0.47638, 1.17271, 0.07212], [-0.39754, 2.29924, 1.19491], [-0.65788, 3.73990, 0.19798], [-0.85754, 3.63763, -1.16887], [-1.04533, 4.81155, -1.88864], [-1.03767, 6.03728, -1.24046], [-0.84808, 6.10934, 0.13560], [-0.65970, 4.95353, 0.87430], [1.30219, 2.45948, 1.59115], [1.63920, 2.42496, 2.93522], [2.97391, 2.58758, 3.28230], [3.92792, 2.76543, 2.29048], [3.56549, 2.79747, 0.94437], [2.24055, 2.65737, 0.58144], [-0.87017, 2.67675, -1.66057], [-1.20166, 4.76296, -2.95790], [-1.18612, 6.94567, -1.80862], [-0.85010, 7.06822, 0.63556], [-0.50934, 5.00568, 1.94615], [0.88355, 2.27285, 3.69288], [3.26493, 2.56956, 4.32359], [4.96739, 2.88923, 2.56458], [4.31803, 2.94687, 0.18164], [1.94178, 2.70711, -0.45909]], "forces_ev_per_angstrom": [[-1.3, -0.7, 0.8], [-0.1, 0.0, 0.0], [0.1, 0.1, 0.1], [0.1, 0.0, -0.1], [-0.2, 0.0, 0.0], [0.1, 0.0, 0.0], [0.1, 0.1, 0.1], [0.1, 0.0, 0.0], [0.1, 0.2, -0.2], [0.0, 0.1, 0.1], [0.0, -0.1, 0.0], [0.0, -0.1, 0.0], [0.0, 0.0, 0.0], [-0.1, 0.0, 0.0], [0.2, 0.2, 0.0], [0.0, 0.0, 0.0], [0.0, 0.0, 0.0], [0.0, 0.0, 0.0], [0.0, 0.0, 0.0], [0.0, 0.0, 0.0], [0.0, 0.0, 0.0], [0.0, 0.0, 0.0], [0.0, 0.0, 0.0], [0.2, 0.1, -0.2], [-0.1, 0.0, 0.1], [0.3, 0.0, 0.2], [0.0, 0.0, 0.1], [-0.1, 0.0, -0.1], [0.1, 0.0, 0.0], [0.0, 0.0, -0.1], [0.1, 0.0, -0.1], [0.0, 0.0, 0.0], [-0.1, 0.1, 0.0], [0.0, 0.0, 0.0], [0.0, 0.0, 0.0], [0.0, 0.0, 0.0], [0.0, 0.0, 0.0], [0.0, 0.0, 0.0], [0.0, 0.0, 0.2], [0.1, 0.0, -0.1], [-0.3, 0.6, 0.0], [0.2, -0.3, -0.3], [-0.2, 0.1, -0.8], [0.8, -0.5, 0.4], [0.2, -0.2, -0.1], [0.0, 0.1, 0.1], [-0.1, 0.2, 0.5], [0.1, -0.2, -0.3], [-0.1, 0.0, 0.0], [0.0, 0.2, 0.0], [0.0, 0.0, 0.0], [0.0, 0.0, 0.0], [0.0, 0.0, 0.0], [0.0, 0.0, -0.1], [0.0, 0.0, -0.2], [0.1, 0.0, 0.0], [0.0, 0.0, 0.0], [0.0, 0.0, 0.0], [0.0, 0.0, 0.0], [0.1, 0.0, 0.1], [0.0, 0.0, 0.0], [0.0, 0.0, 0.0], [0.0, 0.0, 0.0], [0.0, 0.0, 0.0], [0.0, 0.0, 0.0], [0.0, 0.0, 0.0], [0.0, 0.0, 0.0], [0.0, 0.0, 0.0], [0.0, 0.0, 0.0], [0.0, 0.0, 0.0]], "homo_ev": -13.432, "lumo_energy_ha": -0.238, "e_tot_ha": -6381.14809, "charge": 2}

{"formula": "C4H12N4", "method": "ωB97M-V/def2-TZVPD", "elements": ["C", "C", "C", "N", "H", "H", "H", "H", "H", "H", "H", "H", "H", "C", "N", "N", "N", "H", "H", "H"], "coordinates": [[1.39965, -0.02588, 1.77323], [1.07020, 1.12959, -0.34133], [-1.36680, 0.40017, 0.84361], [0.60493, 0.06285, 0.54873], [1.34792, 0.92866, 2.29844], [0.98277, -0.80055, 2.41711], [0.96906, 2.08880, 0.16942], [2.11498, 0.97484, -0.62092], [-1.73456, -0.36251, 1.51557], [-1.07954, 1.31993, 1.34734], [-1.99116, 0.58647, -0.02220], [2.44911, -0.24939, 1.55973], [0.45277, 1.13319, -1.23546], [-1.03037, -0.92100, -1.89304], [-0.79954, -1.32256, -0.61502], [0.51079, -1.23109, -0.19095], [-2.17388, -0.45894, -2.25793], [0.62713, -1.93276, 0.53659], [-2.17928, -0.26818, -3.25647], [-0.17417, -1.05166, -2.57644]], "forces_ev_per_angstrom": [[-0.1, 0.0, 0.1], [0.0, 0.0, 0.0], [1.2, 0.3, 0.1], [-1.5, -0.7, -0.5], [0.0, 0.0, -0.1], [0.0, 0.0, 0.0], [0.0, -0.1, 0.0], [-0.1, -0.1, 0.1], [0.1, -0.1, -0.1], [0.0, 0.0, 0.1], [0.2, -0.2, -0.1], [-0.1, 0.0, -0.1], [0.0, 0.0, 0.0], [0.4, 0.0, 0.1], [-0.5, 0.0, 0.3], [0.5, 0.6, 0.0], [0.0, -0.1, 0.0], [0.0, 0.2, 0.0], [0.1, -0.1, 0.1], [0.0, 0.2, 0.0]], "homo_ev": -7.443, "lumo_energy_ha": 0.016, "e_tot_ha": -378.42998, "charge": 0}

Quick rundown of energy relative to the best compared isomer or geometry (same formula, charge and spin), same order as above: 6.7, 130.7 kcal per mole